Record 1
Here is an isolated ion of composition C10H19N2O2 and charge +1 in a non-equilibrium geometry from the Open Molecules 2025 dataset. Energies are from wB97M-V/def2-TZVPD.

```
33
Properties=species:S:1:pos:R:3
O 2.454 1.158 2.655
O 1.502 -0.989 -1.166
N 1.979 0.307 0.718
N -0.629 -0.208 1.550
C 1.632 0.538 2.009
C -1.435 -0.902 -2.017
C -2.414 -1.702 0.055
C -1.704 -0.584 -0.612
C 3.383 0.709 0.307
C 1.038 0.074 -0.366
C -0.462 -0.150 0.242
C 1.042 1.328 -1.125
C 0.381 0.002 2.555
C -2.569 0.742 -0.506
H -2.151 1.311 -1.360
H -3.173 -2.176 -0.541
H 0.103 1.368 -1.690
H -2.424 1.229 0.432
H 0.471 -1.017 2.960
H 4.211 0.360 1.021
H -0.517 -0.535 -2.563
H 3.459 1.854 0.429
H -1.718 -2.564 0.369
H -3.013 -1.301 0.915
H -1.368 -2.012 -2.249
H 2.449 -0.989 -1.171
H 1.937 1.409 -1.795
H 0.139 0.674 3.286
H 3.678 0.391 -0.706
H 1.132 2.068 -0.421
H -1.507 -0.352 2.028
H -3.620 0.475 -0.652
H -2.286 -0.518 -2.591
```

## Properties
gap between HOMO and LUMO: 8.78 eV
ΔE to the lowest compared entry with this formula, charge and spin: 12.89 kJ/mol
net charge: +1
SMILES: CN1C(=O)C[NH+]=C(C(C)(C)C)[C@]1(C)O



Record 2
Here is C37H27N6O6RhS2 as an isolated structure from the Open Molecules 2025 dataset. Energies are from wB97M-V/def2-TZVPD.

```
79
Properties=species:S:1:pos:R:3
Rh -0.061 1.050 -0.479
S -0.635 -1.440 -0.814
S 0.779 3.160 0.027
O 5.412 -1.868 2.087
O -2.379 5.056 5.750
O 4.440 -1.336 4.072
O -4.110 4.665 4.430
O -1.117 3.909 -2.350
O -3.013 -0.134 -1.396
N 1.244 -2.655 0.695
N 1.421 0.376 0.589
N -1.690 1.757 -1.635
N 1.389 0.981 -1.927
N -1.027 0.803 1.311
N 1.749 -2.330 -1.548
C 1.197 0.101 1.872
C -2.330 0.925 1.537
C 3.574 0.849 -3.597
C 0.147 3.467 2.687
C -2.988 2.755 -3.316
C -4.640 1.058 -3.756
C -3.540 1.520 -3.064
C 3.716 0.574 -2.246
C 2.804 -3.686 2.215
C 0.882 -2.184 -0.499
C 1.251 1.227 -3.228
C 2.445 -3.205 0.851
C -5.168 1.896 -4.734
C 3.483 -0.553 2.070
C 2.323 1.165 -4.101
C -2.369 4.514 2.159
C -0.729 -0.149 3.473
C -0.264 3.645 1.368
C -1.959 4.331 3.477
C 3.785 -3.007 -2.693
C -0.692 3.813 3.735
C -2.087 -0.003 3.718
C 4.601 -1.301 2.844
C -1.814 2.921 -2.392
C 2.973 -2.901 -1.448
C -1.525 4.189 1.113
C 3.358 -3.332 -0.214
C -3.506 3.602 -4.275
C 2.246 -0.338 2.661
C 2.601 0.642 -1.425
C 2.621 0.283 0.011
C -0.221 0.269 2.260
C 3.687 -0.209 0.736
C -2.920 4.689 4.564
C -2.898 0.540 2.741
C -4.611 3.147 -4.988
C -2.739 0.907 -1.958
H 1.404 -1.998 -2.441
H 0.255 1.497 -3.551
H -6.029 1.576 -5.307
H -3.961 0.664 2.892
H 2.136 -0.586 3.709
H -1.830 4.332 0.083
H 3.250 -3.587 -3.447
H 1.126 3.047 2.886
H -0.362 3.627 4.752
H 4.734 -3.494 -2.485
H -3.067 4.574 -4.456
H 4.334 -3.767 -0.059
H -0.072 -0.588 4.210
H -5.052 3.775 -5.752
H 3.031 -2.827 2.854
H 4.436 0.816 -4.250
H 2.172 1.383 -5.148
H -2.505 -0.322 4.664
H 4.678 0.318 -1.825
H 3.685 -4.323 2.200
H -1.422 5.136 5.665
H -5.070 0.088 -3.541
H 4.663 -0.407 0.313
H 3.981 -2.016 -3.106
H -2.910 1.349 0.732
H -3.358 4.912 1.972
H 1.956 -4.212 2.650
```

## Properties
gap between HOMO and LUMO: 6.71 eV
ΔE to the lowest compared entry with this formula, charge and spin: 59.15 kJ/mol



Record 3
Here is a single C30H35F3N2O6 molecule in a non-equilibrium geometry from the Open Molecules 2025 dataset. Energies are from wB97M-V/def2-TZVPD.

```
76
Properties=species:S:1:pos:R:3
F -7.745 -2.119 -0.887
F -8.003 -0.017 -1.253
F -8.476 -0.836 0.677
O 6.849 1.897 1.633
O -3.839 4.925 -0.512
O 0.640 1.994 -0.395
O 5.736 2.495 -0.294
O 0.643 -3.120 1.981
O 0.584 -0.155 0.302
N 3.814 -2.679 -1.467
N 1.333 -2.902 -0.151
C 6.539 0.769 0.919
C 6.357 2.981 0.877
C -1.990 3.351 -0.909
C 2.536 3.188 -1.207
C 1.423 -2.241 -1.429
C 5.864 1.129 -0.247
C 6.373 -1.498 0.292
C -4.629 0.399 1.605
C -2.456 4.799 -0.738
C 3.714 -3.345 -0.181
C 2.020 2.235 -0.144
C -1.492 1.144 0.266
C 6.811 -0.545 1.208
C -7.590 -0.908 -0.328
C 2.319 -3.955 -0.027
C -2.138 0.175 1.277
C -5.124 -1.178 -0.618
C 5.433 0.192 -1.153
C -3.563 -0.120 0.882
C 5.694 -1.153 -0.868
C -5.935 0.144 1.226
C -2.081 2.553 0.392
C -6.180 -0.647 0.113
C 2.817 -1.632 -1.585
C 0.662 -2.486 0.940
C 0.026 1.138 0.497
C 5.163 -2.228 -1.789
C -1.341 -1.097 1.342
C -3.826 -0.913 -0.229
C -0.114 -1.200 0.838
H 4.922 0.490 -2.053
H 5.622 3.545 1.475
H -0.958 3.354 -1.254
H 4.463 -4.139 -0.142
H 2.574 1.289 -0.176
H 7.189 3.649 0.603
H 2.148 -4.697 -0.812
H 3.606 3.329 -1.083
H 2.135 2.667 0.862
H -3.004 -1.334 -0.788
H -2.268 5.357 -1.659
H 0.663 -1.470 -1.524
H -3.131 2.455 0.680
H 2.342 2.774 -2.192
H -6.759 0.549 1.792
H -4.068 4.442 0.290
H -5.324 -1.797 -1.479
H 2.204 -4.418 0.953
H 6.579 -2.539 0.492
H 0.243 1.440 1.545
H -1.663 0.770 -0.748
H -1.890 5.276 0.076
H -2.139 0.649 2.267
H 5.813 -3.105 -1.752
H -4.442 1.005 2.480
H -1.557 3.089 1.188
H 3.889 -2.652 0.660
H -1.799 -1.962 1.791
H 2.032 4.147 -1.129
H 7.339 -0.822 2.105
H 1.272 -2.996 -2.209
H 2.939 -0.851 -0.816
H -2.610 2.872 -1.670
H 5.140 -1.858 -2.818
H 2.907 -1.173 -2.571
```

## Properties
gap between HOMO and LUMO: 8.90 eV
ΔE to the lowest compared entry with this formula, charge and spin: 0.00 kJ/mol
SMILES: CCO[C@@H]1OC(C(=O)N2CCN(Cc3ccc4c(c3)OCO4)CC2)=C[C@H](c2ccc(C(F)(F)F)cc2)[C@H]1CCCO